No. 1
16
Properties=species:S:1:pos:R:3:forces:R:3:nbo_charge:R:1 method="wB97M-V/def2-TZVPD" largest_force_ha_per_bohr=0.1175 total_charge=+1 gap_ev=8.51 lumo_energy_ev=-4.7325 homo_ev=-13.25
C 1.789 0.060 -0.057 1.9904 -3.4520 2.8260 0.82
H -3.421 -0.123 0.582 -0.4746 0.0415 -0.6556 0.23
H -0.976 1.510 0.596 1.6036 -0.0346 -0.3804 0.43
N 0.519 -0.095 -0.237 -0.0263 -0.0598 -0.5694 -0.60
H 0.088 -1.943 -1.208 -0.5181 0.8985 0.8889 0.23
H 2.116 1.679 -1.088 0.1720 1.0072 -0.4353 0.43
O 2.605 -0.857 0.856 -0.9290 5.6361 -1.9732 -0.74
C -0.317 -1.095 -0.577 0.7565 0.2042 -0.3520 0.20
C -1.674 -1.051 -0.284 -0.5849 0.5360 -0.3856 -0.42
C -2.411 0.023 0.239 2.7825 0.7134 0.8212 0.22
H 2.562 -1.783 0.887 -1.1137 -2.0859 -0.6421 0.51
H -2.370 -1.755 -0.689 0.3289 -1.0328 -0.0333 0.25
H -2.612 1.883 0.846 0.4341 0.1501 0.1290 0.41
N -1.908 1.226 0.531 -3.2474 -0.7266 0.3248 -0.67
N 2.537 1.114 -0.392 -0.8130 -1.8067 0.8564 -0.75
H 3.474 1.208 -0.006 -0.3610 0.0115 -0.4195 0.46



No. 2
16
Properties=species:S:1:pos:R:3:forces:R:3:nbo_charge:R:1 method="wB97M-V/def2-TZVPD" largest_force_ha_per_bohr=0.1159 total_charge=+1 gap_ev=10.53 lumo_energy_ev=-3.9975 smiles=COn1nc[nH+]c1C homo_ev=-14.53
N -0.409 1.266 -0.372 1.7352 2.3677 -0.2264 -0.21
N 1.731 0.803 -0.103 -0.0233 -2.0967 -0.4046 -0.48
H 1.130 2.801 -0.277 -0.7338 -0.2605 -0.3960 0.25
N -0.274 0.012 -0.205 -0.3984 -2.0493 -0.2192 0.10
C 0.793 1.764 -0.322 1.0533 1.8149 0.6376 0.19
H 1.779 -2.413 -0.572 -0.3592 0.8470 1.0778 0.27
H 2.750 0.791 0.088 -0.9894 0.7683 -0.3931 0.48
H 0.773 -2.201 0.827 -2.0077 -1.3721 2.1132 0.26
H -2.289 1.215 -0.062 -0.8054 0.0289 0.4864 0.25
O -1.711 -0.676 -0.203 4.0393 -2.1150 -0.7474 -0.27
H 2.565 -1.607 0.838 -1.7379 -0.5785 -0.0890 0.26
H -3.174 -0.014 0.947 -0.5131 0.0037 1.4819 0.21
C 1.547 -1.768 0.342 3.9754 2.2539 -3.8291 -0.65
C -2.726 0.212 0.026 -1.7987 1.9438 -2.6776 -0.30
C 1.088 -0.379 -0.127 -3.5599 -1.1910 1.6844 0.42
H -3.570 0.194 -0.824 2.1235 -0.3651 1.5012 0.23



No. 3
16
Properties=species:S:1:pos:R:3:forces:R:3:nbo_charge:R:1 method="wB97M-V/def2-TZVPD" largest_force_ha_per_bohr=0.1170 total_charge=+1 gap_ev=9.97 lumo_energy_ev=-5.0282 smiles="C=NN=C=[NH+]CCO" homo_ev=-15.00
N -2.098 0.768 -1.022 -1.0530 -0.1492 -0.8956 -0.16
H 1.770 -0.403 0.709 -0.0460 1.6662 0.5817 0.20
H 1.230 1.925 -0.982 -1.5079 -0.2500 -0.6266 0.25
C -3.079 -0.743 0.176 -1.9077 -1.4674 3.4927 -0.01
H 2.041 0.503 -1.338 0.0105 -0.0821 0.5386 0.24
C -1.110 0.127 -1.146 5.3117 0.5123 -2.7817 0.70
H -2.457 -1.530 -0.188 0.4543 -0.5356 -0.9202 0.18
C 1.098 0.832 -0.881 2.7170 0.5599 0.0386 -0.28
N 0.120 0.067 -1.611 -2.5252 1.1237 1.4519 -0.52
C 1.067 0.485 0.625 1.4066 -2.0389 -0.2774 -0.08
H 1.127 1.294 1.324 1.4817 0.7221 -0.1710 0.22
O -0.124 -0.093 0.952 -4.3687 -0.7403 1.1217 -0.71
H -3.718 -1.010 1.072 0.4614 0.2966 -1.3945 0.23
H -0.709 0.405 1.598 1.3564 -0.5953 -1.1047 0.51
H 0.407 -0.559 -2.335 -0.1056 -0.5063 -0.3085 0.46
N -3.018 0.462 -0.122 -1.6857 1.4842 1.2549 -0.23



No. 4
16
Properties=species:S:1:pos:R:3:forces:R:3:nbo_charge:R:1 method="wB97M-V/def2-TZVPD" largest_force_ha_per_bohr=0.1994 total_charge=+1 gap_ev="6.46 / 8.16" lumo_energy_ev="-3.2017 / -7.3783" multiplicity=3 homo_ev="-9.67 / -15.54"
H -1.453 2.626 -1.465 0.8892 -1.5590 0.6142 0.25
N 0.277 0.958 0.661 0.6102 2.0139 -0.8871 -0.20
C -0.083 -0.039 -0.184 -0.9156 -1.2137 -1.0897 0.78
H 0.671 1.709 2.502 -0.4963 -0.8185 0.0172 0.26
H 2.071 1.014 1.919 0.2588 -0.6648 -0.9358 0.25
O 0.255 -1.254 0.070 0.4980 1.4993 -0.6300 -0.40
N -0.325 2.123 0.228 3.9437 1.6693 9.3166 -0.22
C 0.998 0.848 1.888 -1.5416 -0.9939 1.6405 -0.44
H -1.185 0.027 -2.062 0.7716 1.1168 2.2448 0.48
C -0.838 1.847 -0.915 -4.3971 0.8742 -9.2096 0.14
H -1.033 -2.604 -0.581 0.6764 -0.1578 -1.1746 0.23
H 0.621 -0.193 2.235 1.2968 1.9019 0.3823 0.24
H 0.200 -2.090 -1.936 0.1311 -0.3282 0.8885 0.23
N -0.842 0.513 -1.160 -0.3079 -2.9911 -1.7500 -0.57
C 0.019 -2.355 -0.874 -0.8913 -1.0423 2.3409 -0.28
H 0.646 -3.130 -0.326 -0.5261 0.6939 -1.7683 0.26



No. 5
17
Properties=species:S:1:pos:R:3:forces:R:3:nbo_charge:R:1 method="wB97M-V/def2-TZVPD" largest_force_ha_per_bohr=0.0765 total_charge=+1 gap_ev="7.00 / 6.89" lumo_energy_ev="-6.9454 / -7.0390" smiles="[O-][NH2+][N+]1=C2C[C@H](C1)ON2" homo_ev="-13.94 / -13.93"
C -0.390 0.690 0.647 -0.7664 -0.8707 -1.3732 0.60
C -1.085 -1.015 -0.278 0.2033 -0.1691 0.5841 0.05
C 0.068 -0.359 -1.209 -2.5887 1.4173 1.7229 -0.24
H -0.151 0.118 -2.118 -1.2681 -0.0943 -1.3272 0.25
O 2.270 -0.553 0.380 1.3118 -2.4585 0.3090 -0.57
O -2.202 -0.089 -0.183 -1.4735 1.6364 0.6602 -0.27
H 2.078 1.285 0.660 0.6814 2.1011 2.1681 0.35
N -1.646 1.118 0.357 2.0643 -2.2906 0.2472 -0.24
H -2.078 2.009 0.177 0.0678 0.1688 -0.8705 0.46
H 0.828 -1.043 -1.345 1.9890 -1.4192 0.3518 0.27
H -1.676 -1.939 -0.472 1.2921 0.3207 -0.3548 0.29
C -0.485 -0.795 1.127 -2.1755 2.1427 0.9691 -0.50
H 2.590 0.947 -0.769 1.4265 0.7269 -3.0548 0.37
N 2.082 0.600 -0.028 -3.4573 -0.4040 1.8370 0.01
H 0.482 -1.050 1.451 1.1114 -1.1336 -0.2427 0.29
N 0.538 0.882 -0.409 0.7012 0.7711 0.0084 -0.38
H -1.222 -0.805 2.010 0.8808 -0.4451 -1.6345 0.27



No. 6
19
Properties=species:S:1:pos:R:3:forces:R:3:nbo_charge:R:1 method="wB97M-V/def2-TZVPD" largest_force_ha_per_bohr=0.0821 gap_ev=6.53 lumo_energy_ev=-2.5953 homo_ev=-9.13
H -1.227 1.311 -3.405 1.0416 -0.3517 2.0412 0.22
H 0.207 1.297 -2.135 -0.6060 -0.1912 -0.2650 0.22
S -3.038 0.596 1.097 0.4243 0.2143 0.7525 -0.32
O -1.736 0.911 -1.425 0.8194 -0.5290 1.3979 -0.78
N 0.971 0.187 0.825 -0.8049 -0.5750 -0.2688 -0.43
H 0.248 2.224 0.860 1.6423 -1.3528 0.4739 0.17
N 2.243 -0.385 1.085 -2.4773 -1.7241 -0.2743 -0.35
C 2.939 0.624 1.465 1.0978 1.1671 0.1312 0.13
C -0.744 0.832 -2.453 -0.4173 0.3330 -2.5741 -0.27
H -1.397 -3.328 0.334 -0.0293 -0.1341 -0.4582 0.21
C -0.983 -2.352 0.527 1.5254 1.0418 3.7979 -0.27
H 3.890 0.522 1.979 0.0863 -0.0852 -0.6293 0.19
P -1.632 0.124 -0.045 0.3922 -1.5518 -1.2049 1.84
H 0.128 -2.250 0.471 -0.6986 -0.9161 0.5385 0.24
H -1.321 -2.009 1.618 0.7064 -0.8730 -2.2165 0.19
O -1.386 -1.408 -0.407 -1.3012 2.4817 -1.5854 -0.79
N 2.342 1.832 1.330 0.3224 0.8002 1.5215 -0.54
C 1.119 1.476 1.051 -2.0521 2.2608 -1.6092 0.13
H -0.623 -0.205 -2.773 0.3287 -0.0147 0.4312 0.20



No. 7
20
Properties=species:S:1:pos:R:3:forces:R:3:nbo_charge:R:1 method="wB97M-V/def2-TZVPD" largest_force_ha_per_bohr=0.0948 gap_ev=10.37 lumo_energy_ev=0.7227 smiles="C=COP(=O)(O)O.c1nnc[nH]1" homo_ev=-9.65
N 2.588 -0.834 0.838 -0.2268 -0.8281 0.5374 -0.32
C 2.997 -0.872 -0.377 0.6181 -1.2988 -0.0074 0.18
N 2.385 0.463 1.117 -0.2672 0.9237 1.9124 -0.32
H 3.288 -1.791 -0.757 0.3735 -1.3291 -1.2912 0.20
H -2.861 1.310 0.839 -0.1648 -0.7545 0.1692 0.20
H -4.434 -0.488 -1.051 -0.6187 -2.4594 -2.8638 0.20
C 2.711 1.150 0.102 0.6741 1.8097 -2.0512 0.16
N 3.171 0.323 -0.928 -0.5025 1.7835 -0.0699 -0.55
O -0.671 -1.701 0.576 0.6937 -1.2134 -0.5265 -1.00
O -1.970 0.081 -0.590 0.6518 0.0831 0.6855 -0.81
H -5.032 0.692 0.200 -0.5813 -0.2478 -0.1982 0.20
O -0.376 0.678 1.266 -1.4121 0.3518 -2.5724 -0.99
C -4.251 0.173 -0.331 0.2208 2.7249 4.0342 -0.44
O 0.406 -0.174 -1.122 2.1817 0.4853 -2.3397 -1.12
H -0.291 -2.371 -0.052 -0.4530 0.8566 0.9527 0.52
H 3.224 0.558 -1.933 0.0332 -0.2972 1.2244 0.44
H 2.680 2.248 0.027 -0.0494 -0.8267 -0.0198 0.21
P -0.502 -0.251 -0.038 -3.0255 0.0355 2.8274 2.57
C -3.069 0.468 0.166 0.7740 1.0304 -1.5827 0.12
H 0.005 0.338 2.047 1.0804 -0.8295 1.1795 0.53



No. 8
16
Properties=species:S:1:pos:R:3:forces:R:3:nbo_charge:R:1 method="wB97M-V/def2-TZVPD" largest_force_ha_per_bohr=0.0692 gap_ev=8.72 lumo_energy_ev=0.3930 homo_ev=-8.32
H -3.252 0.040 -0.062 1.2211 0.5330 0.0835 0.18
H 1.022 2.797 -0.632 0.6097 -0.3589 -0.1916 0.21
H 1.588 -3.638 0.142 -2.0673 1.9549 0.6664 0.23
H -0.193 -2.413 0.243 2.5164 -2.1334 0.6997 0.22
C 0.949 -2.717 0.558 -0.7588 -0.1677 1.4049 -0.49
H -1.389 -0.318 0.120 -0.0918 0.3792 -0.5894 0.20
H 0.953 -2.831 1.815 0.2172 0.5474 -3.5093 0.21
N 1.612 -1.457 0.104 0.5698 -0.7792 0.8215 -0.16
C 1.188 0.733 -0.332 2.1402 -1.5455 -0.5399 -0.18
C 0.514 1.859 -0.458 -2.7025 0.9405 0.5200 0.02
H 2.242 0.915 -0.602 -0.2725 -0.7413 0.4521 0.20
C -2.187 0.403 -0.089 -1.0536 0.8739 0.7072 -0.18
N 0.754 -0.590 0.003 -0.6552 2.0522 -0.2330 -0.21
N -2.047 1.692 -0.169 -0.2364 -2.5121 -0.5975 -0.22
N -0.827 2.234 -0.363 0.3544 3.1481 0.6564 -0.42
H -0.927 3.289 -0.279 0.2093 -2.1910 -0.3509 0.38



For each record above, in turn, the calculated E_tot values are -396.4480, -396.3289, -396.3029, -396.2453, -471.3575, -1211.4155, -963.8647, -376.0618 hartree.
For each record above, in turn, the calculated molecular weight values are 114.13, 114.13, 114.13, 114.13, 130.13, 193.17, 193.10, 112.14 g/mol.